The following is a DFT calculation (the ωB97M-V functional and the def2-TZVPD basis) of CH9Na7O8 as an isolated structure at a distorted geometry.

Computed properties:
- charge = +4
- lowest unoccupied orbital energy (eV) = -15.610
- orbital gap (eV) = 5.34
- total energy (Eh) = -1780.2426

Cartesian coordinates (Å):
Na  -0.3460  3.3987  -1.5751
Na  0.2629  2.4322  2.7195
Na  -3.0157  0.7202  -2.3887
Na  0.4804  0.4526  -2.7411
Na  -0.9065  -1.0818  3.3066
Na  -2.6852  2.2322  0.8344
Na  2.7372  1.9395  -0.1726
O  -1.4981  2.2126  -3.5653
H  -1.5932  2.4255  -2.6338
C  -0.0996  0.4973  0.1696
O  -0.4523  0.5370  1.4200
O  -0.8123  1.0657  -0.7216
O  1.0249  0.0299  -0.2210
O  2.8416  -1.3256  -1.7854
H  2.2097  -0.9374  -1.1741
H  3.5945  -1.5869  -1.2350
O  -3.2088  -0.7333  -0.1284
H  -2.3165  -0.4702  0.1321
H  -3.7855  -0.4452  0.5961
O  1.9114  -1.0205  3.2365
H  2.0046  -1.2554  2.2962
H  1.9469  -0.0601  3.2700
O  0.5976  -3.0840  0.5061
H  0.5461  -3.7162  -0.2274
H  0.5618  -2.2266  0.0824